No. 1
26
Properties=species:S:1:pos:R:3 method="wB97M-V/def2-TZVPD" total_charge=-1 relative_energy_kj_mol=119.1 total_energy_ha=-687.40677 molar_mass_g_mol=161.13 orbital_gap_ev=10.14
O 2.29265 -1.12468 0.46146
H 2.63107 -1.27611 1.36339
O -1.18521 -2.31160 -0.57725
H 0.28161 0.89453 -0.37335
H -1.18268 -2.05571 1.99407
O 0.01344 0.06458 0.03493
H 0.89570 -0.59259 -1.42924
H 1.12959 -1.78126 -2.37873
O 1.13294 2.46486 -1.26881
O -0.56330 -1.35211 2.19572
H -1.21690 0.26673 -1.18645
O 1.20979 -0.84541 -2.30176
H 1.89523 1.61801 1.57668
H 0.42461 2.73127 -0.63280
H 1.50319 -0.55303 0.55933
O 1.05077 1.39808 1.99505
O -2.50670 1.24055 1.18543
H 1.91717 2.45255 -0.74327
H -0.85685 -1.44571 -0.44852
H -1.80838 0.84020 0.66052
H 0.58717 0.88355 1.23308
H -0.44219 -0.75568 1.40329
H -3.18086 0.57997 1.18845
H -1.82541 1.20768 -2.10775
H -0.36370 -2.82514 -0.48501
O -1.83273 0.27649 -1.91847


No. 2
125
Properties=species:S:1:pos:R:3 method="wB97M-V/def2-TZVPD" relative_energy_kj_mol=0.0 total_energy_ha=-9023.09671 molar_mass_g_mol=1514.85 orbital_gap_ev=7.73
H 3.81047 -2.10314 -2.98924
H 1.05685 -4.58582 -4.56502
C 2.24933 6.87977 0.27764
H -1.67982 7.06824 -1.71134
C 5.53585 0.53484 -1.75198
H 3.85574 -0.99712 3.65513
C 5.97410 2.79593 -2.74368
H -1.71544 -0.65973 -3.18118
Sb 0.23696 -2.51809 -2.99062
H 8.16001 0.26929 -1.32440
C -1.40264 -3.73271 -2.34548
C 7.66427 1.18237 1.89492
F -2.54944 -1.41560 2.18657
C 4.18055 2.63047 5.39343
C 6.30413 1.47569 1.84787
C -5.27748 3.99102 1.48838
H 4.30450 7.07759 -3.12534
S -0.14816 2.77107 -0.15332
H -1.12798 5.44830 -2.10558
C 5.58758 1.86434 3.09910
S 3.10630 3.18054 -1.24365
H 8.43019 6.60154 1.14370
C 3.36891 3.05199 6.58726
H -0.43199 -0.20672 -4.32278
S 2.54775 0.02988 0.36872
H 3.73577 7.46910 3.18328
H 6.54552 -1.94898 -0.87334
C 4.43384 6.49079 1.40244
C -2.93264 4.56749 2.21053
H 5.02014 -2.80251 -1.15218
C 2.99166 -0.54483 -5.05032
C 4.51175 1.07784 -3.85790
C -1.66662 5.09644 1.98440
H 3.65889 4.04361 6.93298
F -2.97074 -1.25874 -0.29357
H 8.18356 1.25506 2.84310
F -0.79844 -2.52176 0.80213
C 5.04123 -0.77604 -1.85624
C 5.62862 1.39672 0.62484
C 7.65216 0.64043 -0.44188
H 9.40073 0.57287 0.79809
C 3.74769 6.46802 2.74375
H 8.42191 5.78285 -0.41759
H 4.33015 1.79793 -4.64869
H 2.84743 7.55885 -2.24528
H 8.38524 7.53966 -0.35138
C 4.99281 3.53594 4.72128
C 6.51574 6.60185 0.16132
C -3.55746 5.00090 -0.04760
H 6.30098 6.80523 -1.96213
C 5.69274 3.17598 3.57867
C -0.10973 6.40116 0.51249
H -2.15224 -3.75497 -3.13631
H 7.06106 2.70208 -2.70602
C 8.01993 6.63346 0.13498
H 5.71047 3.38133 -3.62328
C 5.82635 6.48515 1.35581
H 2.71644 6.12698 2.67540
C 4.82512 0.91905 3.79667
H 1.20395 -3.08015 -5.48051
H 5.14828 -1.60908 0.13422
C 3.63430 6.80667 -2.31033
H -0.38713 -3.84599 -5.28739
C 3.91496 -0.17304 -3.92131
H 3.49008 2.35175 7.41458
C 0.56532 -3.64176 -4.79846
H 2.79322 8.94044 0.32320
C 3.71778 6.59412 0.20886
H 6.38180 6.42537 2.28605
H 2.92497 0.25491 -5.78693
C 0.67108 8.69978 0.50086
C 4.21326 -1.09718 -2.92314
C 1.21038 5.93851 0.32932
H -5.29773 2.90571 1.39344
H 1.98270 -0.74655 -4.68054
H 5.05973 4.55803 5.07946
H 0.09429 4.35050 2.99014
H -6.00440 4.40077 0.78735
H 7.57863 3.94037 2.85393
H 4.27522 5.80599 3.43166
H 3.15338 5.86010 -2.57296
H -3.17692 4.19647 3.20032
H -4.29439 4.96776 -0.84318
H -2.81951 5.88795 -2.36775
H -5.60086 4.23813 2.49990
C 8.34190 0.79376 0.75183
C 6.29069 0.90872 -0.51514
H -0.13394 6.09146 3.14342
H 5.66463 3.35379 -1.85689
H 3.33510 -1.44774 -5.55771
H 6.21415 4.26193 1.79410
H -1.57515 -1.49350 -4.74599
C -3.89924 4.53036 1.21430
Ge 3.73357 1.88848 0.53384
Te -1.51454 -0.80400 0.77383
C 5.32715 1.44239 -2.78900
H 2.30669 3.08007 6.33569
H 0.46412 9.76046 0.56858
O -0.56322 -0.41410 -0.73451
H -1.37315 8.10372 0.72911
H 3.50509 0.60067 5.44585
C 4.39299 6.68341 -1.01660
C 5.45854 -1.84278 -0.88111
H -1.05327 -4.74547 -2.14911
H 5.03061 -0.70803 2.36984
H 6.40346 5.18149 3.29380
C -1.35922 5.59862 0.71680
H -1.14806 4.97005 4.06371
S 2.83210 3.29454 2.01988
C -0.65962 5.13585 3.10420
C 4.11838 1.32722 4.92293
C -1.96916 6.01659 -1.69942
C 1.96562 8.24220 0.36054
H -1.84500 -3.33095 -1.43822
C -2.30537 5.53656 -0.31318
C 5.77877 6.69632 -1.01719
C -1.01754 -1.03846 -3.92756
F -2.30935 0.83578 1.08405
F -0.20500 -0.28754 1.97709
C 6.51752 4.19652 2.84199
Bi 1.04308 0.94415 -1.39912
H 5.58710 -1.06886 3.99260
C 4.81755 -0.54085 3.42324
C -0.35104 7.77564 0.58427
Ge 1.63200 4.02040 0.27692


No. 3
65
Properties=species:S:1:pos:R:3 method="wB97M-V/def2-TZVPD" total_energy_ha=-1826.89146 molar_mass_g_mol=593.80 orbital_gap_ev="5.43 / 5.34"
C 1.26769 0.60467 4.54422
C -2.06952 -3.50906 -1.47702
H -2.17904 0.12799 1.85439
H 3.10783 -3.37928 -1.27989
C -0.57855 4.99147 -1.50235
H 2.39227 -1.01669 2.21264
C -1.86111 4.79704 -2.06259
H -1.78428 -4.31994 -2.15761
Si -1.64489 -1.84762 -2.28135
H 3.51047 -2.35501 2.25823
H 2.23112 0.19998 4.26796
H -1.86984 -2.06962 -3.71390
H 2.38849 -3.93301 0.24400
N 0.53238 0.95967 3.36208
H 0.73708 -0.11873 5.11540
H 2.03133 2.28286 2.77788
H -3.16212 -3.54430 -1.34246
H -2.39640 5.70668 -2.32509
H -2.55485 1.15253 5.72818
C -2.85394 -0.40294 3.83223
H 1.41411 -3.18287 -0.94119
H 1.43897 1.49607 5.12658
C -2.39200 3.50649 -2.24620
C -0.33343 2.54177 -1.23723
N -1.17846 0.37568 1.82545
H 0.07773 -3.03700 -4.48550
C 2.27396 -0.31619 -3.31703
H -1.60116 -3.67416 -0.50000
H 1.47935 -2.09813 -5.10088
H -0.10549 -1.69816 0.74833
H -3.38976 3.44834 -2.71585
C 1.30330 1.60279 2.29787
H 1.17730 3.87778 -0.70645
H 2.26037 0.73661 -3.01487
H -0.09475 5.95400 -1.35339
H -0.00576 1.14212 -3.96982
O 3.07285 -0.81289 -0.34089
H -2.09839 1.39099 -2.05882
C 2.66108 -1.94508 1.71208
C 0.98222 -2.49046 -4.20048
H -1.11064 -0.10514 -4.60594
C -0.72781 0.52615 3.06357
C -1.50476 0.94712 5.36954
C 2.97114 -1.91715 0.21804
H -0.98352 0.33848 6.15539
H 0.56414 0.01407 -5.25561
H 1.65905 -3.18012 -3.68244
C 0.17570 3.88147 -1.12578
H 2.56395 -0.37622 -4.38174
P 0.59721 -1.06269 -3.10601
H -2.69978 -0.87480 -1.78582
H -2.69704 -1.23760 3.17969
H 0.68020 2.18589 1.60233
C -0.06922 0.11736 -4.36061
H -0.98001 1.92504 5.26548
C 2.43901 -3.11234 -0.49954
H 1.89506 0.88423 1.68138
H 3.02493 -0.82973 -2.70720
Pb -0.10794 -0.31475 -0.19052
H -3.28164 -0.75307 4.75544
N 0.37931 1.51879 -0.80548
H 1.81628 -2.60801 2.05901
C -1.65522 2.38098 -1.87116
N -1.58839 0.23311 4.09028
H -3.54620 0.27452 3.36106


No. 4
91
Properties=species:S:1:pos:R:3 method="wB97M-V/def2-TZVPD" total_charge=-2 relative_energy_kj_mol=0.0 total_energy_ha=-2642.15570 molar_mass_g_mol=874.33 orbital_gap_ev=4.15
C 6.21552 0.36762 -1.31377
H -3.13098 3.50271 0.44198
C -0.92672 2.04534 1.11396
C 2.32653 -3.93817 2.68551
O -1.84537 -0.64119 0.37322
O -3.37098 -0.46729 -4.24691
H 2.54688 -3.80389 3.74686
C -0.58420 1.38304 -3.22641
H 1.57033 -3.92303 -3.99018
H 0.37360 7.65998 -1.81279
O 0.96169 -3.14114 0.85836
C 1.19992 -3.01539 2.26965
H -1.83132 2.36740 -4.68111
C 4.02921 -0.80698 -1.50024
H -0.13179 -7.38850 0.92770
C 7.29666 -1.76579 0.08549
C -2.84547 0.60826 2.13951
H -1.23898 -7.91927 -1.23897
C 0.46652 5.12251 1.44196
C -4.20834 0.72308 1.43064
C -2.05729 -0.50969 -4.04701
F 9.38038 -0.59156 0.25876
H -1.28460 -0.37266 -2.08214
C 0.98134 -3.71492 -1.94297
C -1.62884 0.33226 -2.83917
C 5.98627 -1.82356 -0.35079
C 0.46874 7.33927 -0.77318
H 2.19030 4.87224 -1.22712
H 3.22665 -3.70605 2.11453
H -2.91690 0.92270 -1.34217
O -0.87628 2.49559 -0.06260
C -4.57910 2.98740 2.07325
C -3.42558 2.68900 1.10001
O 0.35591 -5.47892 0.45208
H -6.18359 1.49603 1.91175
H 1.57832 -4.54264 -1.55531
H 1.46901 -1.97473 2.45633
H 2.06024 -4.97983 2.50343
O -1.29510 -1.13553 -4.74371
H -4.60858 -0.21804 1.06013
H 0.08973 1.02562 -4.00394
H 0.09928 -4.82274 -3.56493
P -0.35716 -3.96788 0.37477
H 1.14628 4.49440 -2.61524
O -3.96656 1.60761 0.32709
H 0.27041 -3.19263 2.81511
C -2.00986 -0.58339 1.62322
H 5.81209 1.21721 -1.85523
C -2.63066 2.49487 -2.66475
H -3.65328 0.14211 -3.49147
H 0.38478 -7.26401 -1.52979
Sb -0.38434 5.34432 -0.51580
C 7.52508 0.41969 -0.87538
H -1.03434 -6.23726 -1.76478
H 3.63028 -0.03933 -2.15538
C -0.52259 -6.58229 0.30157
H 5.40236 -2.71257 -0.13327
H 0.04070 -3.06385 -3.76628
H 3.47096 -1.73272 -1.40190
Cs 0.87535 -0.29587 -0.15148
H 1.25298 3.35676 -1.25045
N -2.79836 1.06056 -2.34449
C 8.06460 -0.64581 -0.17718
H -0.05702 8.06164 -0.14490
H 1.52600 7.33778 -0.49997
H 8.13631 1.29389 -1.07439
C -2.26925 2.03659 1.85356
O 0.04607 1.61508 1.77262
H -0.95864 3.51043 -3.65333
H 1.45897 5.57581 1.44976
H -2.98232 0.45458 3.20992
O -0.25242 -3.62796 -1.20419
H -2.08019 2.55025 2.79988
H -2.37054 3.04168 -1.75561
C -1.47081 2.54861 -3.66268
H -0.15719 5.61570 2.18905
H -1.52118 -6.32415 0.67703
C -5.16288 1.56564 2.29169
H -3.55143 2.90713 -3.08264
O -1.58492 -1.39327 2.46921
C 5.35711 -0.75800 -1.07736
C 0.64853 -3.89216 -3.40606
C -0.61037 -7.02991 -1.14795
H -4.22555 3.45236 2.99472
H -0.00887 1.66742 -2.34465
H -5.31152 3.65237 1.61297
H 7.72965 -2.59574 0.63419
H 0.54525 4.06252 1.68003
C 1.25238 4.40676 -1.53356
H 1.55773 -2.80069 -1.79511
H -5.15959 1.25212 3.33601